Here is C40H55BBeF4N5O5 as an isolated structure at a distorted geometry from OMol25. Energies are from wB97M-V/def2-TZVPD.

Structure (ORCA input):
```
! wB97M-V def2-TZVPD RIJCOSX def2/J DEFGRID3
* xyz 1 1
Be -0.54 0.53 -2.79
B -0.14 0.29 0.06
F -0.22 -0.90 0.78
F 0.88 0.27 -0.91
F -1.38 0.52 -0.53
F 0.14 1.29 0.96
N 1.87 0.04 -3.64
C 2.85 -0.61 -2.98
C 4.09 -0.97 -3.50
C 4.36 -0.60 -4.81
C 3.46 0.19 -5.50
C 2.23 0.41 -4.90
H 2.62 -1.08 -2.03
H 4.67 -1.68 -2.92
H 5.22 -1.06 -5.28
H 3.78 0.60 -6.44
H 1.52 0.93 -5.53
N -0.17 -1.84 -2.91
C -0.19 -2.59 -1.81
C 0.38 -3.86 -1.66
C 1.04 -4.38 -2.78
C 1.00 -3.65 -3.97
C 0.35 -2.43 -4.01
H -0.79 -2.18 -1.01
H 0.18 -4.43 -0.76
H 1.36 -5.41 -2.84
H 1.46 -4.13 -4.82
H 0.32 -1.90 -4.95
N 0.48 3.00 -2.34
C 0.14 4.09 -3.07
C 0.57 5.37 -2.72
C 1.40 5.61 -1.63
C 1.84 4.46 -0.96
C 1.34 3.23 -1.34
H -0.58 3.94 -3.86
H 0.31 6.15 -3.43
H 1.74 6.60 -1.37
H 2.60 4.65 -0.22
H 1.78 2.33 -0.95
N -2.26 2.27 -2.36
C -2.34 2.88 -1.15
C -3.46 3.48 -0.61
C -4.61 3.51 -1.40
C -4.62 2.84 -2.59
C -3.43 2.26 -3.01
H -1.50 2.68 -0.51
H -3.47 3.73 0.44
H -5.56 3.86 -1.01
H -5.52 2.73 -3.18
H -3.44 1.66 -3.92
N 5.79 -2.08 0.86
C 4.86 -1.15 0.68
C 3.48 -1.37 0.63
C 3.06 -2.72 0.69
C 4.03 -3.66 0.96
C 5.37 -3.33 1.08
H 5.31 -0.17 0.53
H 2.78 -0.57 0.48
H 2.05 -3.05 0.53
H 3.80 -4.72 0.99
H 6.14 -4.07 1.22
C -3.84 -2.53 -3.13
C -3.61 -1.41 -2.12
O -2.82 -0.50 -2.36
C -4.35 -1.42 -0.82
H -4.85 -2.34 -3.48
H -3.76 -3.44 -2.54
H -3.12 -2.31 -3.92
H -4.23 -2.40 -0.37
H -5.39 -1.23 -1.10
H -4.11 -0.58 -0.17
C 1.58 2.75 3.38
C 2.13 4.07 3.89
O 2.57 4.18 5.01
C 1.72 5.26 3.05
H 0.50 2.86 3.40
H 1.78 1.95 4.09
H 1.97 2.65 2.37
H 2.49 5.43 2.30
H 1.66 6.17 3.65
H 0.77 5.18 2.52
C -3.02 0.52 5.15
C -3.22 0.43 3.67
O -4.12 -0.25 3.23
C -2.67 1.54 2.78
H -2.60 1.48 5.46
H -2.49 -0.31 5.63
H -3.96 0.52 5.70
H -3.16 2.45 3.13
H -3.05 1.28 1.79
H -1.59 1.67 2.88
C -0.22 -1.31 4.02
C 0.77 -0.45 4.79
O 0.40 0.24 5.71
C 2.20 -0.62 4.41
H 0.21 -1.58 3.06
H -1.13 -0.76 3.77
H -0.61 -2.17 4.56
H 2.37 -0.44 3.34
H 2.35 -1.71 4.37
H 2.88 -0.08 5.06
C -0.35 -4.50 1.93
C -1.73 -4.19 1.33
O -2.16 -4.98 0.51
C -2.44 -3.02 1.87
H 0.34 -3.67 1.82
H 0.03 -5.40 1.44
H -0.59 -4.76 2.96
H -2.62 -2.98 2.95
H -3.44 -2.92 1.44
H -1.90 -2.12 1.58
*
```

Properties
HOMO-LUMO gap: 0.244 Eh
LUMO: -4.29 eV